{
  "formula": "C53H79N10O2",
  "method": "ωB97M-V with the def2-TZVPD basis set",
  "symbols": ["C", "C", "C", "C", "C", "C", "C", "C", "C", "C", "C", "C", "C", "C", "N", "C", "C", "C", "O", "O", "H", "H", "H", "H", "H", "H", "H", "H", "H", "H", "H", "H", "H", "H", "H", "H", "H", "H", "H", "H", "H", "H", "H", "H", "H", "H", "H", "H", "H", "H", "H", "H", "H", "H", "N", "C", "C", "C", "C", "H", "H", "H", "H", "H", "N", "C", "C", "C", "C", "H", "H", "H", "H", "H", "N", "C", "C", "C", "C", "H", "H", "H", "H", "H", "N", "C", "C", "C", "C", "H", "H", "H", "H", "H", "N", "C", "C", "C", "C", "H", "H", "H", "H", "H", "N", "C", "C", "C", "C", "H", "H", "H", "H", "H", "N", "C", "C", "C", "C", "H", "H", "H", "H", "H", "N", "C", "C", "C", "C", "H", "H", "H", "H", "H", "N", "C", "C", "C", "C", "H", "H", "H", "H", "H"],
  "coordinates": [[-2.042, -5.852, -2.523], [-1.315, -5.335, -3.826], [0.200, -5.108, -3.455], [0.885, -4.281, -4.632], [1.345, -2.864, -4.138], [2.821, -2.806, -3.611], [3.424, -1.367, -3.566], [2.551, -0.313, -2.797], [2.967, -0.092, -1.287], [2.439, 1.343, -0.762], [2.434, 1.280, 0.792], [3.868, 1.006, 1.400], [4.154, 1.907, 2.673], [3.982, -0.518, 1.817], [1.138, 1.559, -1.427], [0.045, 2.003, -0.561], [-0.736, 0.792, 0.109], [3.450, 2.484, -1.265], [4.561, 2.175, -1.731], [3.146, 3.726, -1.154], [-2.077, -5.015, -1.783], [-1.410, -6.646, -2.067], [-3.062, -6.240, -2.752], [-1.769, -4.388, -4.196], [-1.365, -6.098, -4.637], [0.310, -4.582, -2.476], [0.711, -6.103, -3.428], [0.127, -4.117, -5.438], [1.753, -4.827, -5.063], [1.138, -2.076, -4.906], [0.696, -2.601, -3.261], [2.871, -3.338, -2.629], [3.440, -3.410, -4.325], [3.649, -0.961, -4.583], [4.420, -1.435, -3.056], [2.729, 0.680, -3.311], [1.465, -0.525, -2.902], [4.046, -0.247, -1.087], [2.417, -0.834, -0.639], [1.739, 0.524, 1.219], [2.133, 2.283, 1.184], [4.691, 1.200, 0.678], [4.766, 2.802, 2.406], [4.765, 1.341, 3.420], [3.188, 2.221, 3.142], [4.623, -0.640, 2.727], [4.469, -1.118, 1.007], [2.978, -0.969, 1.983], [1.263, 2.312, -2.106], [0.299, 2.810, 0.168], [-0.718, 2.472, -1.241], [0.005, -0.048, 0.127], [-1.075, 1.014, 1.143], [-1.554, 0.439, -0.562], [-5.612, -0.995, -5.006], [-4.328, -0.575, -4.776], [-3.485, -1.614, -5.070], [-4.290, -2.703, -5.499], [-5.596, -2.290, -5.451], [-6.437, -0.439, -4.869], [-4.128, 0.423, -4.423], [-2.410, -1.596, -4.988], [-3.948, -3.678, -5.808], [-6.512, -2.803, -5.693], [9.120, -0.085, 4.730], [9.145, -1.310, 4.120], [8.375, -1.233, 2.988], [7.871, 0.092, 2.908], [8.349, 0.776, 3.994], [9.594, 0.147, 5.584], [9.704, -2.128, 4.543], [8.194, -2.037, 2.292], [7.230, 0.496, 2.141], [8.207, 1.798, 4.308], [-0.142, -2.607, 4.798], [-1.317, -2.997, 4.204], [-1.112, -3.031, 2.850], [0.238, -2.654, 2.614], [0.811, -2.401, 3.831], [-0.002, -2.490, 5.787], [-2.192, -3.212, 4.797], [-1.848, -3.298, 2.108], [0.731, -2.577, 1.658], [1.809, -2.093, 4.096], [0.570, 3.400, -4.976], [1.877, 3.007, -4.892], [2.242, 2.501, -6.113], [1.111, 2.595, -6.967], [0.096, 3.157, -6.237], [0.040, 3.807, -4.225], [2.435, 3.122, -3.973], [3.213, 2.107, -6.365], [1.050, 2.287, -7.999], [-0.919, 3.403, -6.504], [-3.239, 1.254, 3.757], [-4.584, 1.504, 3.734], [-4.766, 2.853, 3.900], [-3.480, 3.440, 4.023], [-2.560, 2.429, 3.929], [-2.814, 0.347, 3.663], [-5.293, 0.702, 3.602], [-5.717, 3.362, 3.928], [-3.255, 4.486, 4.164], [-1.483, 2.443, 3.969], [1.703, -4.664, 5.977], [2.665, -3.925, 6.610], [3.560, -4.793, 7.180], [3.124, -6.108, 6.875], [1.978, -5.995, 6.129], [0.913, -4.284, 5.474], [2.630, -2.847, 6.601], [4.431, -4.515, 7.752], [3.597, -7.032, 7.167], [1.336, -6.744, 5.696], [-2.276, 4.639, -9.062], [-2.061, 5.803, -9.750], [-0.987, 5.609, -10.579], [-0.540, 4.275, -10.388], [-1.356, 3.703, -9.448], [-2.997, 4.495, -8.378], [-2.687, 6.665, -9.589], [-0.568, 6.343, -11.250], [0.286, 3.791, -10.883], [-1.362, 2.713, -9.021], [-3.608, 5.390, 8.291], [-2.849, 4.921, 7.252], [-1.602, 5.479, 7.356], [-1.605, 6.312, 8.505], [-2.855, 6.235, 9.062], [-4.568, 5.150, 8.461], [-3.263, 4.234, 6.530], [-0.777, 5.307, 6.682], [-0.784, 6.902, 8.881], [-3.274, 6.706, 9.936], [-8.238, 0.008, 3.568], [-8.181, -1.201, 2.927], [-8.954, -1.118, 1.799], [-9.494, 0.193, 1.753], [-9.033, 0.864, 2.855], [-7.768, 0.232, 4.427], [-7.597, -2.013, 3.330], [-9.113, -1.910, 1.085], [-10.147, 0.598, 0.997], [-9.201, 1.873, 3.194]],
  "mulliken_charge": [-1.20, 0.00, -0.72, -0.92, -0.47, -0.57, -1.10, 0.43, -0.73, 1.35, -1.66, 1.05, -1.48, -1.13, 0.05, -0.45, -0.56, -0.06, -0.75, -0.84, 0.27, 0.31, 0.36, 0.01, 0.31, 0.32, 0.30, 0.36, 0.44, 0.49, 0.22, 0.19, 0.45, 0.35, 0.31, -0.24, 0.26, 0.31, -0.06, 0.04, 0.59, 0.48, 0.30, 0.34, 0.31, 0.48, 0.17, -0.13, 0.02, 0.32, 0.38, 0.09, -0.01, 0.42, 0.06, -0.83, -0.20, -0.50, -0.54, 0.18, 0.42, 0.61, 0.42, 0.38, 0.02, -0.41, -0.67, -0.02, -0.78, 0.18, 0.37, 0.38, 0.54, 0.39, 0.01, -0.79, -0.73, -0.06, -0.76, 0.29, 0.44, 0.43, 0.71, 0.45, -0.04, -0.52, -1.18, 0.12, -0.53, 0.22, 0.74, 0.46, 0.40, 0.33, 0.12, -0.52, -0.34, -0.98, -0.41, 0.15, 0.43, 0.40, 0.66, 0.50, 0.07, -0.09, -0.69, -0.43, -0.58, 0.27, 0.32, 0.39, 0.39, 0.37, -0.01, -0.52, -0.44, -0.34, -0.57, 0.21, 0.38, 0.38, 0.40, 0.50, 0.00, -0.45, -0.33, -0.52, -0.47, 0.19, 0.41, 0.41, 0.38, 0.37, -0.01, -0.49, -0.38, -0.39, -0.48, 0.23, 0.37, 0.39, 0.39, 0.36],
  "orbital_gap_ev": 6.1,
  "charge": -1
}

{
  "formula": "C37H30BClF3N2O11",
  "method": "ωB97M-V with the def2-TZVPD basis set",
  "symbols": ["C", "C", "C", "Cl", "C", "C", "O", "N", "O", "C", "O", "O", "N", "C", "C", "O", "C", "F", "F", "F", "B", "O", "O", "H", "H", "H", "H", "H", "H", "H", "H", "H", "H", "H", "H", "H", "H", "C", "C", "C", "C", "C", "C", "C", "O", "C", "C", "C", "C", "C", "C", "C", "O", "H", "H", "H", "H", "H", "H", "H", "H", "C", "C", "C", "C", "C", "C", "C", "O", "C", "C", "C", "C", "C", "C", "C", "O", "H", "H", "H", "H", "H", "H", "H", "H"],
  "coordinates": [[7.286, -3.886, 1.164], [5.862, -3.483, 0.536], [4.769, -4.012, 1.518], [4.903, -5.835, 1.513], [3.278, -3.516, 1.188], [3.268, -1.968, 0.885], [3.742, -1.318, 2.109], [3.483, 0.056, 1.927], [2.476, 0.280, 2.492], [2.533, -3.629, 2.600], [2.908, -4.428, 3.468], [1.482, -2.922, 2.822], [2.729, -4.362, 0.148], [1.725, -5.339, 0.536], [0.254, -4.811, 0.740], [-0.222, -5.294, 1.992], [-0.799, -5.250, -0.323], [-1.084, -4.292, -1.255], [-0.573, -6.438, -0.943], [-2.004, -5.419, 0.335], [2.779, -3.962, -1.221], [3.836, -3.282, -1.877], [1.678, -4.326, -2.073], [7.874, -2.950, 1.336], [7.127, -4.317, 2.183], [7.828, -4.636, 0.554], [5.902, -2.375, 0.447], [5.850, -3.990, -0.458], [5.082, -3.691, 2.539], [2.223, -1.639, 0.683], [3.995, -1.673, 0.098], [1.720, -6.132, -0.257], [1.994, -5.907, 1.460], [0.272, -3.689, 0.749], [0.338, -4.927, 2.704], [3.434, -2.516, -2.321], [1.841, -5.184, -2.492], [0.059, 2.187, -0.477], [-0.937, 2.869, -1.169], [-0.732, 3.249, -2.487], [0.475, 2.959, -3.115], [1.483, 2.295, -2.412], [1.266, 1.901, -1.096], [2.795, 2.020, -3.052], [3.672, 1.439, -2.444], [3.019, 2.477, -4.448], [4.261, 2.278, -5.043], [4.477, 2.688, -6.350], [3.450, 3.291, -7.072], [2.213, 3.496, -6.481], [1.996, 3.098, -5.165], [0.677, 3.355, -4.531], [-0.219, 3.885, -5.161], [-0.105, 1.882, 0.550], [-1.875, 3.102, -0.679], [-1.511, 3.776, -3.024], [2.039, 1.373, -0.550], [5.061, 1.807, -4.487], [5.446, 2.537, -6.810], [3.618, 3.604, -8.095], [1.417, 3.969, -7.044], [-6.133, 6.560, 4.252], [-6.851, 5.876, 5.229], [-7.129, 4.527, 5.070], [-6.700, 3.858, 3.928], [-6.002, 4.550, 2.938], [-5.710, 5.899, 3.109], [-5.580, 3.862, 1.691], [-4.967, 4.464, 0.829], [-5.927, 2.430, 1.512], [-5.590, 1.785, 0.326], [-5.897, 0.444, 0.154], [-6.535, -0.262, 1.169], [-6.878, 0.377, 2.351], [-6.584, 1.726, 2.523], [-6.988, 2.408, 3.778], [-7.550, 1.795, 4.665], [-5.909, 7.612, 4.381], [-7.192, 6.397, 6.116], [-7.683, 3.996, 5.835], [-5.156, 6.436, 2.348], [-5.090, 2.328, -0.466], [-5.637, -0.054, -0.773], [-6.767, -1.312, 1.036], [-7.379, -0.175, 3.137]],
  "mulliken_charge": [-1.10, 0.00, -0.50, -0.20, 1.09, -1.32, -0.25, 0.09, -0.23, -0.16, -0.75, -0.75, 0.69, -1.48, 0.26, -0.68, 0.79, -0.28, -0.29, -0.31, 0.33, -0.62, -0.47, 0.32, 0.32, 0.29, 0.10, 0.10, 0.59, 0.71, 0.42, 0.64, 0.47, 0.23, 0.43, 0.26, 0.25, -0.64, -0.38, -0.85, 0.50, 0.09, -0.74, 0.53, -0.70, 0.13, -0.50, -0.48, -0.45, -0.56, 0.18, 0.56, -0.68, 0.47, 0.59, 0.46, 0.70, 0.49, 0.40, 0.39, 0.46, -0.46, -0.45, -0.55, 0.22, 0.16, -0.55, 0.61, -0.68, 0.22, -0.54, -0.54, -0.47, -0.60, 0.27, 0.54, -0.67, 0.39, 0.39, 0.46, 0.47, 0.48, 0.42, 0.41, 0.47],
  "orbital_gap_ev": 5.2,
  "de_lowest_ev": 0.000,
  "charge": -1
}

{
  "formula": "C4H12NOS",
  "method": "ωB97M-V with the def2-TZVPD basis set",
  "symbols": ["C", "N", "C", "C", "S", "C", "H", "H", "H", "H", "H", "H", "H", "H", "H", "H", "H", "H", "O"],
  "coordinates": [[-0.171, 2.109, 2.395], [-0.123, 1.877, 0.948], [0.128, 0.447, 0.620], [-0.854, -0.068, -0.437], [-0.525, -1.617, -1.280], [1.593, 0.369, 0.194], [-0.319, 3.197, 2.408], [0.798, 1.918, 2.889], [-0.967, 1.567, 2.880], [-1.028, 2.193, 0.621], [-0.138, -0.249, 1.448], [-1.085, 0.734, -1.182], [-1.847, -0.090, 0.004], [2.056, 0.788, 1.171], [2.022, -0.627, 0.075], [1.542, 1.175, -0.551], [-0.230, -3.939, -4.492], [-0.151, -5.043, -3.487], [-0.701, -4.740, -4.223]],
  "nbo_charge": [-0.41, -0.64, -0.08, -0.54, -0.70, -0.62, 0.18, 0.18, 0.16, 0.35, 0.16, 0.16, 0.17, 0.16, 0.24, 0.22, 0.47, 0.47, -0.94],
  "orbital_gap_ev": 6.0,
  "de_lowest_ev": 1.456,
  "charge": -1
}

{
  "formula": "C9H24B3CuF12O9S3",
  "method": "ωB97M-V with the def2-TZVPD basis set",
  "symbols": ["Cu", "B", "F", "F", "F", "F", "B", "F", "F", "F", "F", "B", "F", "F", "F", "F", "O", "S", "O", "O", "C", "C", "C", "H", "H", "H", "H", "H", "H", "H", "H", "O", "S", "O", "O", "C", "C", "C", "H", "H", "H", "H", "H", "H", "H", "H", "O", "S", "O", "O", "C", "C", "C", "H", "H", "H", "H", "H", "H", "H", "H"],
  "coordinates": [[-0.034, -3.175, -8.835], [-1.589, -1.414, -7.466], [-1.032, -2.619, -6.985], [-2.849, -1.819, -7.781], [-1.527, -0.529, -6.370], [-0.830, -1.100, -8.492], [2.472, -2.438, -8.355], [3.441, -1.523, -8.192], [1.781, -2.131, -9.509], [2.868, -3.716, -8.549], [1.587, -2.380, -7.355], [-1.326, -1.682, -11.648], [-2.607, -1.864, -11.139], [-1.134, -2.290, -12.833], [-1.245, -0.361, -11.928], [-0.498, -2.169, -10.632], [0.074, -4.797, -7.208], [0.632, -5.385, -5.992], [0.536, -4.619, -4.739], [0.038, -6.924, -5.704], [0.202, -7.399, -4.425], [-0.530, -8.727, -4.453], [2.388, -5.866, -6.313], [-0.206, -6.791, -3.618], [1.212, -7.648, -4.099], [-0.587, -9.268, -5.397], [-1.552, -8.622, -4.087], [-0.110, -9.503, -3.812], [2.235, -6.495, -7.190], [2.768, -6.440, -5.468], [2.974, -4.950, -6.386], [0.566, -4.686, -10.440], [0.909, -5.213, -11.750], [-0.080, -5.238, -12.820], [2.232, -4.307, -12.229], [2.818, -4.455, -13.499], [2.755, -3.204, -14.244], [1.743, -6.903, -11.588], [2.394, -5.264, -14.094], [3.869, -4.729, -13.408], [1.777, -2.939, -14.645], [3.395, -3.287, -15.123], [3.170, -2.372, -13.675], [0.912, -7.563, -11.340], [2.419, -6.825, -10.736], [2.247, -7.172, -12.516], [-1.703, -4.527, -9.309], [-2.997, -5.218, -9.447], [-3.128, -6.632, -9.893], [-3.764, -5.238, -7.925], [-2.851, -5.441, -6.784], [-3.595, -5.367, -5.496], [-4.253, -4.243, -10.286], [-2.191, -4.589, -6.948], [-2.419, -6.428, -6.945], [-3.065, -5.927, -4.725], [-4.637, -5.671, -5.600], [-3.680, -4.312, -5.233], [-3.861, -4.015, -11.277], [-4.493, -3.344, -9.718], [-5.034, -4.978, -10.485]],
  "nbo_charge": [1.72, 1.32, -0.60, -0.56, -0.56, -0.54, 1.27, -0.54, -0.54, -0.56, -0.55, 1.34, -0.59, -0.56, -0.56, -0.59, -0.94, 2.32, -0.89, -0.69, -0.09, -0.63, -0.83, 0.21, 0.17, 0.23, 0.21, 0.21, 0.24, 0.23, 0.28, -0.95, 2.33, -0.88, -0.69, -0.07, -0.63, -0.82, 0.18, 0.17, 0.23, 0.20, 0.23, 0.24, 0.25, 0.24, -0.97, 2.30, -0.91, -0.71, -0.09, -0.64, -0.84, 0.24, 0.17, 0.21, 0.22, 0.23, 0.28, 0.29, 0.24],
  "multiplicity": 2,
  "orbital_gap_ev": [9.9, 7.8],
  "charge": -1
}

{
  "formula": "C2H7N2S2",
  "method": "ωB97M-V with the def2-TZVPD basis set",
  "symbols": ["C", "C", "N", "N", "S", "S", "H", "H", "H", "H", "H", "H", "H"],
  "coordinates": [[-0.326, -0.230, 1.125], [-0.050, 0.926, -0.177], [-1.431, 0.112, 1.791], [1.197, 1.321, -0.383], [0.566, -1.661, 1.418], [-0.798, 0.027, -1.619], [-0.909, 1.575, 0.193], [-2.049, 0.805, 1.539], [-1.890, -0.321, 2.571], [1.610, 2.056, 0.121], [1.566, -1.390, 0.581], [1.684, 1.095, -1.237], [-2.142, 0.206, -1.210]],
  "nbo_charge": [0.16, -0.09, -0.71, -0.83, 0.25, 0.03, 0.20, 0.41, 0.43, 0.42, 0.17, 0.42, 0.16],
  "orbital_gap_ev": 9.1,
  "de_lowest_ev": 1.833,
  "charge": 1
}